Formula: C2H6N2O2S
Source: the OMol25 dataset
Level of theory: the ωB97M-V functional and the def2-TZVPD basis

For the total energy, the calculation gives -737.8470 hartree.

CARTESIAN COORDINATES (ANGSTROEM)
C1 0.1896 -1.4487 0.2139
H1 0.0129 -2.5153 0.2887
C2 1.5100 1.0592 0.3675
N1 2.5753 0.5103 0.6599
H2 -0.4391 0.3664 -2.1237
O1 -1.0916 0.4637 -1.3632
H3 0.4374 -0.8943 1.1657
N2 0.7433 1.9568 -0.0126
H4 -3.0908 -0.1320 -0.1950
O2 -2.3469 -0.2259 0.4282
H5 0.0334 2.3970 0.4899
S1 -1.1690 -0.9935 -0.5301
H6 2.6356 -0.5437 0.6108



Formula: C50H60BN2
Source: the OMol25 dataset
Level of theory: the ωB97M-V functional and the def2-TZVPD basis

For the total energy, the calculation gives -2075.3249 hartree. Its total charge is +1.

CARTESIAN COORDINATES (ANGSTROEM)
C1 2.7637 2.0612 6.2993
C2 1.3905 -0.0870 5.6915
C3 -3.1113 3.0177 -0.6747
H1 -7.4981 0.4218 3.3217
H2 -4.6202 1.6854 1.2685
H3 -5.3564 0.1157 -1.7017
H4 -6.6148 1.7283 5.0474
H5 -2.4909 -2.9401 -1.3753
C4 -2.3771 0.2317 -1.9003
H6 -3.7125 -0.7548 -4.8694
H7 2.4792 -3.2991 5.4755
C5 -5.0900 -0.5407 0.3773
H8 -0.4241 2.7345 0.5959
H9 3.7062 1.5281 6.3167
H10 -0.4757 -1.2693 -4.3104
H11 -2.4264 -5.3829 2.4505
C6 -2.9743 -3.2860 2.3465
H12 -4.5887 -0.5793 -3.3400
H13 -4.8750 -3.8009 1.4759
H14 -4.4421 3.1384 7.4916
H15 -1.6132 -0.9760 7.5821
H16 -6.0567 -0.8671 0.7285
C7 -1.7162 2.7844 -1.2108
C8 -2.8810 -1.9131 -3.2603
H17 -1.5113 1.2772 0.8570
H18 -0.5940 3.6767 -2.8909
H19 -6.2009 3.1528 4.1326
H20 -4.8926 -1.9501 6.3690
C9 -5.5424 1.3093 3.1773
C10 -4.7372 -0.1563 -0.8608
C11 -3.8515 -3.5872 1.1421
H21 -6.8828 0.4629 1.6685
H22 -1.5211 -1.6873 4.9701
H23 -4.7994 1.3989 9.2843
C12 -1.5593 -2.8536 1.9688
C13 -3.3268 -2.7438 -2.0603
C14 -0.7613 0.9910 5.7598
N1 -3.9339 -0.5637 1.2045
H24 -3.4794 -4.4544 0.5861
C15 -1.9658 -0.7295 -2.8536
C16 -2.8607 2.0147 6.5476
C17 -0.0410 1.1847 -2.0425
C18 -4.0699 -1.2957 -3.9838
C19 -4.6871 2.1505 2.2479
C20 -1.9762 0.9360 6.6620
C21 -4.8502 -0.0551 3.5173
H25 -0.4882 -0.3262 0.0939
C22 -3.6518 -2.1592 3.1892
C23 -5.8261 2.1614 4.4227
C24 -4.0726 -0.8932 2.6608
C25 2.6467 3.4267 6.6068
C26 -1.6146 3.6082 -2.4954
H26 0.7029 1.9664 -1.8367
C27 0.3506 1.9723 6.0906
C28 -4.6499 -1.6596 5.3480
N2 -3.3534 -0.1023 -0.9011
H27 -3.8532 -4.9745 3.4102
H28 1.3339 5.1601 6.6610
C29 -4.0705 1.2253 8.4826
C30 -2.2642 -0.1057 7.5509
C31 -3.8601 2.2061 7.5045
C32 -1.3911 1.2689 -1.4472
H29 -3.8832 -2.7357 0.4721
C33 -3.3314 0.0309 8.4525
H30 -7.4831 1.9451 2.4083
C34 2.2882 -1.1489 5.5858
C35 0.0074 -0.3030 5.5216
H31 -1.9036 -2.4758 -5.1345
H32 -4.1477 -2.2707 -1.5245
C36 0.2557 3.3528 6.1364
C37 -2.8654 -0.2589 0.3783
H33 -5.1213 3.1478 2.0998
H34 -4.9385 2.3181 5.0434
C38 0.4346 -2.6568 5.2349
H35 -3.6747 2.2828 2.6530
H36 0.0566 -3.6592 5.0725
H37 -4.7756 -2.0737 -4.2921
H38 -1.1186 -3.5605 1.2541
H39 -2.6897 2.7664 5.7549
C39 -5.1462 -0.4883 4.8172
C40 -6.9283 1.0200 2.6010
H40 3.5179 3.9801 6.9515
H41 -1.2473 -3.2709 -3.6755
H42 -5.7739 0.1095 5.4727
H43 3.3456 -0.9328 5.6723
C41 1.6088 1.3264 6.0288
C42 -0.7304 -0.6037 -3.4877
H44 -1.0416 4.3381 0.1762
H45 -1.9266 4.6348 -2.2577
H46 -3.2466 2.5983 0.3218
H47 -2.8029 -3.7696 -4.3371
B1 -1.4388 0.3878 0.0474
H48 -0.6718 3.8767 5.9002
H49 -3.7114 -3.7142 -2.3997
H50 -3.2799 4.0991 -0.5769
C43 -3.8841 -2.4766 4.5354
H51 -1.1532 1.4129 4.8794
H52 -3.5486 -0.7878 9.1483
C44 -2.8620 -4.6180 3.1039
C45 1.4097 4.0844 6.5024
C46 -0.6680 3.3942 -0.2402
C47 1.8009 -2.4463 5.4309
C48 0.2231 0.3315 -3.0643
H53 -3.8768 2.6301 -1.3561
C49 -0.4646 -1.5702 5.2207
H54 -0.9283 -2.8343 2.8706
H55 -1.5478 -1.8515 1.5214
H56 1.1686 0.3606 -3.5964
H57 -3.5233 -3.4063 4.9689
H58 -2.2765 3.2408 -3.2891
H59 0.2710 3.5991 -0.7656
C50 -2.1572 -2.9062 -4.1636
H60 -2.2149 -4.5563 3.9876



Calculated energy above the lowest of the compared OMol25 structures with the same formula, charge and spin in order - 4.247; 0.000 eV
Calculated LUMO level in order - 0.44; -4.24 eV
Calculated HOMO-LUMO gap in order - 10.033; 5.572 eV